The following is a quantum chemistry calculation of a 12-piece molecular cluster, C54H140N8O17 overall at a distorted geometry, from OMol25.

```
219
Properties=species:S:1:pos:R:3:lowdin_charge:R:1
C 2.587 4.971 -0.559 -0.078
O 1.227 4.716 -0.247 -0.246
C 0.276 5.131 -1.274 -0.161
C -1.069 4.400 -1.114 -0.412
C -1.669 4.082 -2.490 -0.046
N -2.052 5.134 -0.292 0.072
H 3.211 4.512 0.224 0.081
H 2.769 6.082 -0.625 0.112
H 2.821 4.463 -1.483 0.073
H 0.178 6.229 -1.333 0.138
H 0.685 4.814 -2.276 0.118
H -0.701 3.468 -0.629 0.115
H -1.908 5.024 -3.000 0.093
H -2.637 3.609 -2.327 0.051
H -1.135 3.408 -3.105 0.054
H -2.883 4.557 -0.136 0.041
H -1.600 5.429 0.591 0.061
C 5.060 -3.088 1.446 -0.085
O 4.306 -3.502 0.327 -0.182
C 2.925 -3.319 0.454 -0.241
C 2.118 -4.192 -0.427 -0.431
C 2.720 -4.237 -1.839 -0.037
N 0.722 -3.839 -0.246 0.073
H 6.030 -3.461 1.183 0.086
H 4.789 -3.487 2.416 0.082
H 5.098 -1.991 1.468 0.077
H 2.533 -3.508 1.464 0.105
H 2.636 -2.257 0.278 0.125
H 2.136 -5.290 -0.027 0.164
H 2.459 -3.399 -2.498 0.070
H 2.193 -5.052 -2.291 0.062
H 3.777 -4.387 -1.902 0.059
H 0.531 -2.867 -0.460 0.050
H 0.048 -4.432 -0.736 0.066
C 5.227 2.490 0.581 -0.104
O 4.102 1.834 1.222 -0.188
C 4.615 1.192 2.400 -0.204
C 3.468 0.528 3.184 -0.445
C 2.398 1.494 3.704 -0.037
N 4.093 -0.221 4.256 0.045
H 5.059 2.473 -0.479 0.071
H 6.141 1.910 0.833 0.079
H 5.401 3.474 0.914 0.069
H 5.351 0.443 2.075 0.107
H 5.153 1.910 3.053 0.135
H 2.966 -0.113 2.460 0.120
H 1.838 1.004 4.516 0.081
H 1.709 1.779 2.954 0.030
H 2.836 2.313 4.301 0.094
H 3.365 -0.637 4.802 0.045
H 4.514 -1.104 3.860 0.086
C 1.881 2.236 -4.301 -0.145
O 3.061 1.612 -4.634 -0.217
C 3.569 2.133 -5.867 -0.201
C 4.932 1.551 -6.094 -0.227
N 5.829 2.070 -5.122 -0.070
C 7.151 1.558 -5.204 -0.235
C 7.974 2.126 -4.069 -0.204
O 7.407 1.497 -2.930 -0.219
C 8.007 1.911 -1.715 -0.099
H 1.696 1.813 -3.276 0.091
H 1.090 2.003 -5.057 0.113
H 1.969 3.306 -4.044 0.083
H 3.605 3.194 -5.695 0.119
H 2.989 1.906 -6.729 0.115
H 5.283 1.793 -7.115 0.135
H 4.799 0.462 -6.025 0.127
H 5.392 1.831 -4.237 0.100
H 7.459 1.698 -6.210 0.106
H 7.114 0.403 -5.153 0.143
H 7.785 3.201 -4.110 0.128
H 9.005 1.780 -4.133 0.125
H 8.999 1.473 -1.723 0.085
H 7.533 1.463 -0.873 0.046
H 7.969 3.044 -1.561 0.120
C -2.975 -1.161 5.101 -0.131
O -3.131 -1.464 3.746 -0.185
C -2.500 -2.721 3.552 -0.228
C -2.615 -3.189 2.105 -0.171
N -1.778 -4.383 1.973 -0.039
C -2.460 -5.630 1.950 -0.232
C -2.971 -5.953 0.572 -0.248
O -2.049 -5.843 -0.461 -0.206
C -1.225 -6.958 -0.827 -0.083
H -1.932 -1.404 5.387 0.078
H -3.608 -1.773 5.753 0.089
H -3.123 -0.071 5.358 0.101
H -2.862 -3.507 4.259 0.128
H -1.385 -2.641 3.754 0.105
H -2.188 -2.398 1.462 0.112
H -3.655 -3.393 1.783 0.118
H -1.041 -4.212 1.320 0.070
H -3.223 -5.704 2.728 0.130
H -1.778 -6.430 2.123 0.085
H -3.823 -5.330 0.273 0.109
H -3.397 -7.021 0.623 0.143
H -0.799 -6.763 -1.839 0.096
H -1.787 -7.833 -0.980 0.060
H -0.377 -7.074 -0.094 0.099
C -3.426 0.451 -6.981 -0.124
O -4.117 0.614 -5.755 -0.224
C -4.140 1.985 -5.219 -0.168
C -4.819 1.947 -3.841 -0.199
N -4.295 0.849 -3.074 -0.064
C -4.880 0.770 -1.743 -0.172
C -4.390 -0.519 -1.101 -0.193
O -4.702 -1.656 -1.904 -0.196
C -4.098 -2.850 -1.467 -0.104
H -4.015 0.919 -7.764 0.075
H -3.504 -0.646 -7.150 0.095
H -2.347 0.817 -6.945 0.102
H -4.652 2.648 -5.899 0.109
H -3.111 2.396 -5.158 0.117
H -5.914 1.934 -4.038 0.132
H -4.628 2.863 -3.288 0.090
H -4.451 -0.046 -3.499 0.098
H -5.976 0.863 -1.643 0.132
H -4.473 1.602 -1.207 0.102
H -4.883 -0.690 -0.162 0.112
H -3.289 -0.587 -0.901 0.114
H -4.493 -3.080 -0.498 0.064
H -3.038 -2.688 -1.293 0.081
H -4.354 -3.623 -2.121 0.079
C 0.692 -7.097 4.035 -0.142
O 0.087 -7.226 5.281 -0.194
C -1.238 -6.713 5.350 -0.214
C -1.299 -5.822 6.570 -0.182
N -0.740 -4.451 6.481 -0.015
C 0.715 -4.382 6.450 -0.214
C 1.119 -2.940 6.187 -0.214
O 0.636 -2.413 4.973 -0.217
C 1.042 -3.149 3.818 -0.104
H 1.767 -7.144 4.162 0.084
H 0.512 -6.070 3.559 0.081
H 0.391 -7.812 3.236 0.091
H -1.881 -7.598 5.416 0.124
H -1.498 -6.231 4.400 0.092
H -0.815 -6.370 7.361 0.111
H -2.428 -5.797 6.811 0.136
H -1.031 -4.080 5.613 0.053
H 1.145 -5.067 5.744 0.091
H 1.106 -4.597 7.420 0.117
H 2.245 -2.908 6.134 0.131
H 0.654 -2.334 6.972 0.129
H 2.154 -3.246 3.822 0.092
H 0.885 -2.520 2.969 0.066
H 0.626 -4.123 3.733 0.043
C -5.194 0.991 3.128 -0.113
O -5.772 2.182 2.626 -0.172
C -4.947 3.264 3.023 -0.228
C -5.152 4.561 2.198 -0.181
N -4.966 4.328 0.743 -0.055
C -5.187 5.511 -0.044 -0.257
C -5.631 5.229 -1.476 -0.193
O -6.830 4.430 -1.609 -0.193
C -8.034 5.054 -1.128 -0.093
H -4.182 0.821 2.800 0.060
H -5.795 0.213 2.664 0.096
H -5.127 0.875 4.177 0.067
H -3.899 2.991 2.903 0.102
H -5.205 3.512 4.097 0.139
H -4.357 5.292 2.486 0.129
H -6.128 4.923 2.491 0.106
H -5.695 3.652 0.514 0.106
H -4.316 6.190 -0.055 0.113
H -6.004 6.118 0.358 0.105
H -4.841 4.663 -1.950 0.088
H -5.696 6.179 -1.961 0.114
H -8.096 4.948 -0.042 0.083
H -8.870 4.636 -1.674 0.086
H -8.084 6.108 -1.285 0.072
C -0.068 6.146 4.055 -0.079
C 0.342 5.367 2.836 -0.499
C -0.373 3.998 2.734 -0.048
O 0.064 6.262 1.779 -0.067
H 0.285 5.697 5.004 0.080
H -1.195 6.232 4.173 0.096
H 0.393 7.165 4.005 0.091
H 1.434 5.245 2.899 0.138
H -0.183 3.524 1.796 0.032
H -1.476 4.158 2.867 0.086
H -0.034 3.285 3.535 0.086
H 0.451 5.881 0.984 0.034
C 4.338 -0.179 -1.787 -0.038
C 4.847 -0.983 -2.928 -0.490
C 5.541 -2.218 -2.527 -0.050
O 3.745 -1.457 -3.750 -0.065
H 3.759 0.720 -2.151 0.096
H 5.094 0.123 -1.114 0.056
H 3.626 -0.785 -1.196 0.075
H 5.575 -0.320 -3.446 0.116
H 6.455 -2.038 -1.992 0.084
H 5.731 -2.812 -3.452 0.109
H 4.891 -2.779 -1.888 0.033
H 3.279 -0.662 -4.074 0.053
C 0.835 0.738 0.147 -0.053
C -0.226 -0.099 0.695 -0.470
C -1.304 0.819 1.297 -0.031
O -0.815 -0.985 -0.280 -0.084
H 1.708 0.165 -0.194 0.079
H 1.126 1.462 0.883 0.060
H 0.487 1.406 -0.620 0.075
H 0.131 -0.795 1.450 0.125
H -0.992 1.365 2.183 0.062
H -2.125 0.138 1.558 0.063
H -1.709 1.558 0.587 0.085
H -0.858 -0.447 -1.100 0.064
C 0.527 -1.205 -3.873 -0.035
C -0.978 -1.062 -4.108 -0.468
C -1.610 -2.440 -4.025 -0.047
O -1.461 -0.102 -3.168 -0.051
H 0.512 -1.793 -2.960 0.062
H 1.012 -0.256 -3.662 0.049
H 1.097 -1.704 -4.652 0.092
H -1.268 -0.705 -5.116 0.124
H -1.363 -3.102 -4.846 0.081
H -2.727 -2.356 -3.928 0.090
H -1.220 -2.880 -3.096 0.070
H -2.367 0.152 -3.274 0.030
```

The value obtained for the HOMO energy is -8.318 eV. As for the net charge: 0. The spin multiplicity is 1. The SMILES is COC[C@H](C)N.COC[C@H](C)N.COC[C@H](C)N.COCCNCCOC.COCCNCCOC.COCCNCCOC.COCCNCCOC.COCCNCCOC.CC(C)O.CC(C)O.CC(C)O.CC(C)O. For the energy above the lowest of the compared OMol25 structures with the same formula, charge and spin, the calculation gives 0.0 kJ/mol. The HOMO-LUMO gap comes out at 0.3280 Eh.